Here is a gas-phase ion, C5H9N2S (charge +1) from OMol25. Energies are from ωB97M-V/def2-TZVPD.

```
17
Properties=species:S:1:pos:R:3:nbo_charge:R:1
C -0.5018 0.7156 0.1312 0.039
C -1.9584 -0.9146 0.0791 -0.049
C -1.7378 1.5072 0.1527 -0.341
C 2.1441 -0.2415 0.0987 -0.038
C 3.5846 -0.3554 -0.0188 -0.751
N -0.6226 -0.5634 -0.0627 -0.612
N -2.7718 0.3630 -0.1555 -0.555
S 1.2273 1.2033 -0.0756 0.606
H -2.1123 -1.6894 -0.5898 0.219
H -2.1968 -1.2044 1.0716 0.190
H -1.9398 2.6224 -0.0450 0.270
H 1.4598 -1.0132 0.3217 0.265
H 3.9379 0.5746 -0.5859 0.261
H 4.0282 -1.3226 -0.5296 0.304
H 4.1127 -0.3547 0.9444 0.313
H -2.9874 0.2714 -1.1883 0.422
H -3.6660 0.4016 0.4516 0.457
```

Values from the calculation:
E, Ha: -703.20917
Strongest force on any atom, hartree/bohr: 0.0604
Total charge: +1